# 1
A molecular structure, C4H8O2, computed with ωB97M-V/def2-TZVPD.

## Properties
frontier orbital gap = 10.90 eV
energy above the lowest of the compared OMol25 structures with the same formula, charge and spin = 46.1 kcal/mol
HOMO energy = -9.83 eV

```
14
C4H8O2 ωB97M-V/def2-TZVPD
O 0.009 -0.790 -0.920
O 2.523 -0.170 0.244
C -1.418 -0.681 -0.794
C -1.274 0.383 0.304
C 0.169 -0.133 0.357
C 1.421 0.710 0.354
H 1.407 1.441 -0.467
H -1.845 -1.625 -0.428
H -1.904 -0.401 -1.733
H 2.319 -0.762 -0.495
H -1.873 0.260 1.209
H 1.533 1.251 1.301
H -1.374 1.403 -0.077
H 0.307 -0.887 1.145
```

List of Löwdin charges in e, atom by atom: -0.100 -0.055 -0.173 -0.078 -0.329 -0.216 0.128 0.117 0.116 0.088 0.107 0.130 0.113 0.153

---

# 2
2 unconnected molecules or ions with the total composition C33H43O2S at a distorted geometry, computed with ωB97M-V/def2-TZVPD.

## Properties
frontier orbital gap = 7.44 eV
energy above the lowest of the compared OMol25 structures with the same formula, charge and spin = 0.0 kcal/mol
HOMO energy = -10.83 eV
total charge = +1

```
79
C33H43O2S ωB97M-V/def2-TZVPD
S -1.179 -0.448 2.728
O 6.578 -0.383 1.256
O 0.670 -2.553 1.937
C -1.269 -1.705 -1.064
C 4.816 -1.914 1.603
C 1.108 -1.392 1.862
C 1.688 -2.573 -1.252
C -0.505 -0.598 -0.381
C 1.823 -1.074 -1.236
C 7.184 0.909 1.442
C 3.346 0.813 -1.491
C 5.309 -0.591 1.711
C 0.759 -0.159 -0.946
C -3.745 -1.232 0.763
C -1.415 1.249 3.355
C -5.104 1.987 -0.690
C -3.370 -0.103 -1.492
C 3.464 -2.145 1.715
C 4.442 0.456 2.110
C 3.077 0.195 2.211
C 0.159 -0.303 1.629
C -4.655 1.894 -2.008
C -3.922 -0.084 -0.191
C 0.986 1.242 -1.108
C 3.089 -0.560 -1.487
C -0.148 2.232 -1.099
C 4.733 1.342 -1.661
C 2.276 1.706 -1.337
C -3.542 0.731 -3.910
C -3.265 -2.384 -2.529
C -2.436 -1.211 -1.977
C -6.005 3.107 -0.264
C -4.706 1.003 0.212
C -0.635 -1.281 4.261
C 2.567 -1.086 1.934
C -3.854 0.836 -2.434
H 4.829 1.462 2.297
H -1.590 -2.464 -0.324
H 1.531 -2.954 -2.274
H 0.231 3.198 -0.747
H -2.253 1.181 4.065
H 8.213 0.800 1.107
H 3.920 -1.251 -1.673
H -4.377 -1.079 1.654
H -1.206 0.161 0.007
H 7.166 1.209 2.496
H 0.554 0.716 1.521
H 5.414 0.532 -1.941
H -3.986 -2.027 -3.280
H -0.492 1.611 3.837
H 2.614 -3.035 -0.878
H -5.503 3.759 0.462
H 5.104 1.788 -0.727
H 2.374 0.980 2.510
H -6.307 3.715 -1.124
H -0.982 1.965 -0.443
H -1.522 -1.229 4.904
H -1.699 1.899 2.519
H 3.054 -3.151 1.623
H -0.615 -2.231 -1.779
H -0.559 2.386 -2.112
H -3.839 -2.868 -1.728
H 4.774 2.113 -2.439
H 0.894 -2.946 -0.601
H 2.462 2.779 -1.400
H -2.695 -1.272 1.102
H -1.917 -0.771 -2.845
H 5.516 -2.711 1.361
H 0.217 -0.765 4.716
H 6.677 1.661 0.823
H -4.003 -2.203 0.308
H -2.472 0.903 -4.110
H -3.820 -0.247 -4.334
H -0.394 -2.316 4.008
H -4.962 2.641 -2.742
H -5.042 1.053 1.250
H -4.104 1.496 -4.465
H -6.919 2.727 0.210
H -2.607 -3.135 -2.986
```

List of Löwdin charges in e, atom by atom: 1.091 -0.077 0.023 -0.123 0.023 -0.443 -0.038 -0.028 -0.186 -0.051 -0.250 -0.245 -0.152 -0.053 -0.206 -0.270 -0.125 -0.016 0.000 -0.012 -0.305 -0.005 -0.213 -0.204 -0.002 -0.024 -0.037 0.003 -0.038 -0.032 -0.288 -0.052 -0.016 -0.195 -0.156 -0.204 0.114 0.132 0.104 0.085 0.071 0.099 0.132 0.089 0.080 0.101 0.101 0.087 0.080 0.075 0.084 0.083 0.068 0.113 0.079 0.063 0.071 0.066 0.129 0.106 0.102 0.078 0.092 0.067 0.128 -0.002 0.128 0.130 0.080 0.076 0.089 0.086 0.079 0.062 0.119 0.118 0.084 0.087 0.090

---

# 3
A single C12H14N2O molecule at a distorted geometry, computed with ωB97M-V/def2-TZVPD.

## Properties
frontier orbital gap (alpha / beta) = 7.07 / 7.07 eV
energy above the lowest of the compared OMol25 structures with the same formula, charge and spin = 151.0 kcal/mol
HOMO energy (alpha / beta) = -7.24 / -7.24 eV

```
29
C12H14N2O ωB97M-V/def2-TZVPD
O -0.293 -0.939 1.739
N -1.688 1.210 -0.571
N -0.971 -0.541 0.613
C -1.800 2.482 -0.826
C 1.444 -0.486 -0.811
C -0.773 1.708 1.546
C -0.489 -1.445 -2.236
C 0.312 -2.660 -0.286
C -1.402 3.427 0.070
C 0.784 -2.650 0.963
C -0.921 3.045 1.306
C 0.348 -1.449 -1.008
C 1.101 -1.297 1.495
C 2.011 -0.484 0.605
C -1.064 0.797 0.467
H -1.304 -0.814 -2.138
H -0.217 -3.537 -0.715
H -0.420 1.352 2.440
H 0.105 -1.026 -3.012
H 2.048 0.474 1.093
H 1.065 0.481 -1.179
H 1.432 -1.196 2.490
H -1.378 4.464 -0.050
H -0.738 -2.447 -2.547
H 2.161 -0.630 -1.694
H -0.563 3.923 1.863
H 2.973 -0.867 0.508
H 0.541 -3.606 1.568
H -2.306 2.714 -1.695
```

List of Löwdin charges in e, atom by atom: -0.109 0.119 0.062 -0.149 -0.139 0.010 -0.018 -0.078 -0.102 0.001 -0.082 -0.238 -0.286 -0.086 -0.390 0.054 0.131 0.073 0.078 0.118 0.123 0.135 0.077 0.085 0.156 0.114 0.103 0.152 0.084

---

# 4
2 unconnected molecules or ions with the total composition HN3O2S at a distorted geometry, computed with ωB97M-V/def2-TZVPD.

## Properties
SMILES = [O-][N+](O)=S.N#N
frontier orbital gap = 9.03 eV
energy above the lowest of the compared OMol25 structures with the same formula, charge and spin = 3.6 kcal/mol
HOMO energy = -10.12 eV

```
7
HN3O2S ωB97M-V/def2-TZVPD
S 0.820 1.668 0.240
O -1.528 1.799 -0.677
O -0.903 -0.270 -0.028
N -0.596 1.198 -0.199
N 2.516 -1.939 0.668
N 1.470 -2.243 0.525
H -1.779 -0.213 -0.529
```

List of Löwdin charges in e, atom by atom: 0.780 -0.020 -0.084 -0.834 0.018 0.017 0.124

---

# 5
2 unconnected molecules or ions with the total composition C5H14O at a distorted geometry, computed with ωB97M-V/def2-TZVPD.

## Properties
frontier orbital gap (alpha / beta) = 13.23 / 5.48 eV
energy above the lowest of the compared OMol25 structures with the same formula, charge and spin = 26.5 kcal/mol
2S+1 = 2
HOMO energy (alpha / beta) = -16.13 / -15.48 eV
total charge = +1

```
20
C5H14O ωB97M-V/def2-TZVPD
O -2.296 1.918 0.246
C -0.069 0.735 -0.586
C -1.140 0.072 -1.551
C 0.957 -1.187 1.681
C 1.351 0.144 -0.358
C 1.344 -1.261 0.170
H 0.601 -1.884 -0.361
H -0.522 0.862 0.415
H -1.612 -0.483 -0.772
H 1.647 -0.733 2.394
H 0.274 1.799 -0.813
H -0.034 -0.690 1.803
H 0.708 -2.225 1.971
H -1.591 0.861 -2.109
H 2.018 0.881 0.075
H 1.896 0.100 -1.381
H -2.700 1.041 0.201
H -0.626 -0.590 -2.262
H 2.359 -1.687 0.147
H -2.566 2.330 1.091
```

List of Löwdin charges in e, atom by atom: 0.007 -0.186 -0.026 -0.047 -0.155 -0.197 0.127 0.128 0.068 0.094 0.144 0.087 0.097 0.083 0.137 0.229 0.063 0.103 0.144 0.101

---

# 6
A molecular structure, C46H28Cl2F4GeN5O2Rh, computed with ωB97M-V/def2-TZVPD.

## Properties
frontier orbital gap = 5.49 eV
energy above the lowest of the compared OMol25 structures with the same formula, charge and spin = 6.4 kcal/mol
HOMO energy = -1.93 eV
total charge = -2

```
89
C46H28Cl2F4GeN5O2Rh ωB97M-V/def2-TZVPD
Rh 0.907 -0.877 2.246
Ge 0.971 2.189 0.338
Cl 3.861 -6.070 -1.190
Cl 0.652 -1.705 -0.739
F -2.316 2.063 -2.328
F -6.086 -0.215 0.788
F -6.782 1.743 -0.783
F -1.639 0.085 -0.772
O 1.020 -2.302 3.731
O 2.043 -3.514 5.319
N 1.933 -4.293 0.237
N -7.248 4.329 -2.478
N -3.342 4.355 -4.104
N -1.207 -1.141 2.268
N -4.942 -3.256 1.543
C 2.999 -0.940 2.197
C 1.595 -3.344 4.191
C -3.821 -0.165 0.114
C 3.130 4.147 0.415
C -0.770 3.029 0.365
C 1.010 1.245 -3.763
C -5.122 0.324 0.017
C 1.524 1.646 -1.441
C 0.553 -4.528 2.217
C -2.211 -1.187 1.680
C -3.062 3.099 1.116
C -2.930 0.491 -0.728
C -0.990 4.190 -0.375
C 2.526 3.262 2.563
C 1.636 -2.780 -1.663
C 3.084 -4.656 -1.863
C -3.423 -1.255 1.017
C 4.220 4.962 2.396
C 2.183 -3.928 -1.066
C 0.649 -4.411 0.832
C 1.735 -4.465 3.144
C 3.457 4.096 3.168
C -3.288 1.537 -1.552
C -0.496 -4.469 0.040
C 3.120 0.520 -2.862
C -0.715 -4.684 2.771
C 2.759 1.022 -1.620
C 2.243 0.632 -3.933
C -2.241 4.789 -0.385
C 1.920 -2.437 -2.975
C -1.812 2.496 1.122
C -1.860 -4.697 1.998
C -4.584 2.061 -1.631
C -5.485 1.372 -0.807
C -3.278 4.241 0.359
C -6.224 3.788 -2.446
C -1.747 -4.583 0.619
C 3.399 -4.306 -3.162
C 4.059 4.985 1.018
C -4.266 -2.346 1.306
C -4.037 3.814 -3.350
C 2.798 -3.196 -3.732
C 0.936 0.520 1.377
C -4.944 3.190 -2.465
C 0.649 1.747 -2.520
C 2.349 3.283 1.180
H 1.865 -5.403 3.688
H 3.242 -1.846 1.633
H -2.837 -4.761 2.455
H 2.617 -4.927 0.616
H 1.951 2.574 3.173
H -3.876 2.653 1.673
H 1.464 -1.542 -3.376
H 4.660 5.651 0.411
H 0.315 1.320 -4.590
H 3.021 -2.917 -4.753
H -0.324 2.202 -2.393
H 2.665 -4.266 2.608
H 3.021 4.159 -0.665
H -2.639 -4.563 0.005
H -0.794 -4.750 3.851
H -0.403 -4.400 -1.037
H -1.666 1.580 1.686
H 2.518 0.231 -4.902
H 3.590 4.063 4.242
H 4.076 0.026 -2.987
H -2.416 5.664 -0.997
H 4.102 -4.913 -3.716
H 3.438 0.909 -0.782
H 4.946 5.612 2.869
H 3.326 -1.059 3.231
H -0.196 4.611 -0.983
H -4.261 4.692 0.328
H 3.541 -0.104 1.754
```

List of Löwdin charges in e, atom by atom: 0.956 0.944 0.672 0.847 0.060 0.086 0.077 0.034 -0.214 0.009 0.067 0.083 0.088 0.077 0.111 -0.226 -0.671 -0.080 -0.108 -0.280 -0.070 -0.166 -0.292 -0.179 -0.191 -0.076 -0.181 -0.109 -0.098 -0.535 -0.574 -0.198 -0.105 -0.299 -0.228 -0.063 -0.091 -0.170 -0.062 -0.108 -0.036 -0.115 -0.127 -0.078 -0.112 -0.106 -0.094 -0.086 -0.159 -0.076 -0.287 -0.088 -0.134 -0.100 -0.266 -0.291 -0.094 -0.338 -0.227 -0.085 -0.272 0.117 -0.022 0.086 0.082 0.100 0.115 0.082 0.095 0.109 0.099 0.080 0.104 0.099 0.100 0.124 0.104 0.089 0.101 0.099 0.104 0.105 0.094 0.102 0.094 -0.011 0.104 0.111 -0.035